Computed, not measured: a molecular structure, C43H33AsF5O10RuSSe, with ωB97M-V/def2-TZVPD.

Calculated values
Kohn-Sham gap (alpha / beta) in eV: 6.93 / 6.74
Energy relative to the best compared isomer or geometry (same formula, charge and spin) in kcal per mole: 67.0

```
! wB97M-V def2-TZVPD RIJCOSX def2/J DEFGRID3
* xyz -1 5
Ru -1.83948 -0.13039 -0.51833
O -1.31187 1.80068 -3.49092
As -3.04977 1.35449 -3.14295
O -2.94356 -0.07628 -2.13174
O -0.43889 1.54777 -0.69212
C -3.48573 2.52879 -1.63431
C -3.88388 3.84905 -1.94117
C -4.14729 4.77653 -0.99665
C -4.00490 4.47436 0.40114
C -3.54956 3.26204 0.68064
C -3.34655 2.22387 -0.26619
S -5.77906 -2.38067 -2.16947
O -6.74540 -2.27820 -1.07557
O -3.20593 0.98281 0.25748
O -4.93073 -3.50988 -2.22861
H -0.76751 1.72170 -2.68046
H -4.14217 4.12227 -2.97772
H -4.44047 5.78906 -1.28386
H -4.22853 5.29513 1.10141
H -3.38920 2.95608 1.73048
C 4.55028 -1.21521 1.31844
C 3.97252 -1.41660 -0.10743
C 5.06077 -2.10167 -0.95859
O 2.73087 -2.15115 -0.01236
C 1.63509 -1.29695 -0.09548
C 2.13176 0.06977 -0.64141
O 3.58375 -0.16340 -0.68655
C 1.77528 1.42302 0.11686
O 0.38960 1.33649 0.47701
C 2.07462 2.61393 -0.76321
C 1.29593 3.75614 -0.59274
C 1.53122 4.78791 -1.43826
C 2.56602 4.81269 -2.34102
C 3.47057 3.67944 -2.39150
C 3.11873 2.58438 -1.68802
C 2.42216 1.57489 1.45501
C 1.89100 0.85321 2.61475
C 2.38801 1.12639 3.88040
C 3.12756 2.28619 4.15294
C 3.53721 3.05436 3.05368
C 3.28997 2.64277 1.69801
C 0.56608 -2.01190 -0.88518
O -0.38931 -1.09228 -1.38107
C 1.08912 -2.64878 -2.18061
C 1.50368 -4.00024 -2.29122
C 1.62646 -4.59188 -3.54376
C 1.44173 -3.81549 -4.70007
C 1.03656 -2.52134 -4.56484
C 0.83949 -1.88702 -3.35494
C -0.06383 -3.15821 -0.04163
C 0.47807 -3.72253 1.14064
C -0.26405 -4.57350 1.87313
C -1.49695 -5.15966 1.42926
C -1.89495 -4.74579 0.18570
C -1.24925 -3.70573 -0.50130
H 4.89436 -2.16536 1.66980
H 3.92043 -0.72225 2.05733
H 5.38931 -0.54835 1.11383
H 5.06670 -3.17539 -0.71385
H 6.05319 -1.72492 -0.67427
H 4.84314 -1.97495 -2.04465
H 1.19345 -1.18772 0.92209
H 1.85850 0.23215 -1.74528
H 0.66316 3.84233 0.28888
H 0.82975 5.67742 -1.38214
H 2.69662 5.66502 -2.97300
H 4.32147 3.74101 -3.09954
H 3.65143 1.71467 -1.73086
H 1.23000 0.00106 2.52541
H 2.14678 0.42855 4.65157
H 3.36414 2.49167 5.17768
H 4.18713 3.94203 3.09426
H 3.79930 3.12496 0.92460
H 1.61946 -4.55481 -1.36281
H 1.86691 -5.61122 -3.62627
H 1.57406 -4.20898 -5.67082
H 0.92024 -1.95463 -5.50085
H 0.53496 -0.83257 -3.43679
H 1.47400 -3.45721 1.51979
H 0.21444 -4.87053 2.78733
H -2.01215 -5.94893 1.98096
H -2.70045 -5.29758 -0.27235
H -1.72958 -3.48056 -1.44207
F -6.51388 1.20287 4.84936
C -5.45028 0.77998 4.13353
C -4.18740 0.75896 4.75333
F -4.03436 1.18948 6.02570
C -3.15941 0.22698 4.02816
F -1.96397 0.20985 4.71313
C -3.25303 -0.34865 2.81161
Se -1.67456 -1.16548 1.87488
C -4.50356 -0.28973 2.20757
F -4.82201 -0.92881 1.04959
C -5.58705 0.20274 2.92297
F -6.85647 0.08547 2.41650
*
```



Computed, not measured: a molecular structure, C43H33CaN8OSSe, with ωB97M-V/def2-TZVPD.

Calculated values
Kohn-Sham gap in eV: 4.96
Energy relative to the best compared isomer or geometry (same formula, charge and spin) in kcal per mole: 31.6

```
! wB97M-V def2-TZVPD RIJCOSX def2/J DEFGRID3
* xyz -1 1
Ca -0.69194 0.07724 -0.86307
C -3.09832 3.40759 4.55545
C -3.47271 4.38011 3.62800
C -3.26917 4.18921 2.26516
C -2.68209 3.00638 1.85805
C -2.32551 2.47317 0.52301
N -1.75480 1.24288 0.72798
C -1.71059 0.91773 2.01834
N -1.16357 -0.17014 2.57382
C -0.70205 -1.21144 1.89344
C 0.23297 -2.22400 2.44294
C 0.87851 -2.32328 3.65784
C 1.75376 -3.38818 3.83853
C 1.97974 -4.31375 2.82170
C 1.33171 -4.20694 1.59439
C 0.45061 -3.15765 1.42559
C -0.37371 -2.72067 0.26918
N -0.48023 -3.36184 -0.87236
C -1.09843 -2.85809 -1.97610
N -1.26985 -1.58030 -2.26880
C -1.91803 -1.41274 -3.47475
N -2.25845 -0.27702 -4.03453
C -2.27831 0.94006 -3.45071
N -2.18913 1.19903 -2.11775
C -2.39554 2.49867 -1.85399
N -2.53496 3.07080 -0.61842
C -2.59276 3.18686 -3.11514
C -2.80395 4.52616 -3.44578
C -2.93725 4.86172 -4.77812
C -2.86998 3.87766 -5.78284
C -2.66739 2.54898 -5.46828
C -2.52557 2.19710 -4.12461
C -2.16473 -2.75629 -4.01141
C -2.79784 -3.21004 -5.15939
C -2.90306 -4.57995 -5.35067
C -2.39781 -5.48433 -4.41022
C -1.77520 -5.03505 -3.25497
C -1.66150 -3.66654 -3.06627
N -1.03004 -1.58122 0.63609
C -2.31505 2.02782 2.78936
C -2.51214 2.21584 4.14336
H -3.26281 3.58838 5.61040
H -3.92526 5.29998 3.97753
H -3.55411 4.94034 1.53968
H 0.71750 -1.58282 4.42900
H 2.29493 -3.47913 4.77218
H 2.68535 -5.11914 2.98541
H 1.50835 -4.91510 0.79498
H -2.85852 5.27579 -2.66593
H -3.09787 5.89525 -5.06000
H -2.98109 4.17281 -6.81936
H -2.61701 1.78922 -6.23850
H -3.19722 -2.50660 -5.87892
H -3.38910 -4.95945 -6.24119
H -2.49979 -6.54768 -4.58781
H -1.38551 -5.72395 -2.51642
H -2.20681 1.45644 4.85183
C 5.61862 -2.62175 4.56484
C 4.68563 -1.69581 3.82812
C 4.53157 -1.77187 2.45196
C 3.65469 -0.94243 1.75765
C 3.53135 -1.09566 0.26992
C 2.89877 0.01981 2.45352
Se 1.77179 1.23947 1.51351
C 3.02411 0.08157 3.85558
C 2.20920 1.04896 4.66971
C 3.91544 -0.76332 4.50928
H 6.27748 -3.14616 3.87114
H 5.06713 -3.37888 5.13116
H 6.24333 -2.07769 5.27665
H 5.10505 -2.50834 1.89472
H 4.06392 -1.98455 -0.07418
H 3.92763 -0.21794 -0.24804
H 2.48312 -1.16604 -0.02774
H 1.22018 1.18137 4.23028
H 2.67584 2.03795 4.68585
H 2.11272 0.69899 5.70059
H 3.99973 -0.69467 5.59174
C 1.25124 2.53572 -3.80691
S 2.13845 1.83470 -2.41267
C 1.99696 3.24158 -1.32167
O 1.21551 0.76955 -1.89749
H 1.89566 3.23557 -4.33909
H 0.34134 3.02495 -3.45563
H 0.99072 1.69854 -4.45302
H 2.56788 4.06282 -1.75823
H 2.40559 2.93658 -0.35683
H 0.94269 3.50709 -1.22162
*
```



Computed, not measured: a molecular structure, C43H33INO5P2Re, with ωB97M-V/def2-TZVPD.

Calculated values
Kohn-Sham gap (alpha / beta) in eV: 6.44 / 6.41
Energy relative to the best compared isomer or geometry (same formula, charge and spin) in kcal per mole: 148.2

```
! wB97M-V def2-TZVPD RIJCOSX def2/J DEFGRID3
* xyz 1 4
Re -0.68279 1.45395 0.42503
O 0.30782 4.52219 -5.03981
C 0.22359 3.83337 -3.89516
C 1.32858 3.31167 -3.23003
C 1.12959 2.60672 -2.05535
N -0.08397 2.41526 -1.52900
C -1.14110 2.94583 -2.16507
C -1.04286 3.64800 -3.34070
C -2.47642 2.77031 -1.47035
O -3.49161 3.17658 -1.97541
O -2.40724 2.15885 -0.31187
C 2.29146 2.11644 -1.29309
O 3.34737 3.04368 -1.10844
O 1.46915 1.17196 0.99499
H 1.22368 4.60908 -5.33128
H 2.33655 3.45821 -3.59796
H -1.93200 4.05747 -3.79897
C -0.80899 -1.06712 -2.27860
C 0.60134 -0.58625 -2.63127
P 1.67873 -0.81782 -1.14681
C 2.74108 -2.21938 -1.61679
C 3.06748 -3.11702 -0.60296
C 3.85782 -4.22703 -0.87281
C 4.32138 -4.44858 -2.15920
C 3.99432 -3.56324 -3.18032
C 3.20713 -2.45709 -2.91125
C 2.84210 0.64153 -1.07884
C 4.27974 0.36072 -1.24024
C 5.23744 0.94417 -0.42983
C 4.92640 1.98352 0.42267
C 3.57666 2.56215 0.27920
C 2.45165 1.55083 0.05640
P -1.34166 -0.67250 -0.55420
C -0.78405 -2.01506 0.50937
C -0.42123 -1.57558 1.89917
C -0.02745 -2.72371 2.77237
C 0.03031 -4.00136 2.32909
C -0.32280 -4.33500 0.99931
C -0.73477 -3.32292 0.11966
C -3.14502 -0.92689 -0.71643
C -3.82745 -1.87327 0.04637
C -5.20062 -2.02554 -0.08472
C -5.90697 -1.23940 -0.98099
C -5.23395 -0.30817 -1.75890
C -3.86424 -0.15689 -1.62935
H -0.89596 -2.14810 -2.40256
H -1.55010 -0.62897 -2.94842
H 0.57320 0.46430 -2.90780
H 0.98089 -1.13173 -3.49435
H 2.68722 -2.95202 0.39950
H 4.10346 -4.91991 -0.07874
H 4.93340 -5.31498 -2.37328
H 4.35508 -3.73849 -4.18550
H 2.96377 -1.76965 -3.71389
H 4.57354 -0.39148 -1.95764
H 6.25542 0.57896 -0.48555
H 5.65428 2.43274 1.08157
H 3.33437 3.36358 0.97758
H 1.64005 1.60603 1.84333
H 0.47013 -0.93158 1.81971
H 0.25995 -2.49257 3.79107
H 0.34891 -4.78717 3.00272
H -0.29119 -5.36258 0.66621
H -1.03376 -3.60495 -0.88362
H -3.29138 -2.51733 0.73118
H -5.71480 -2.76510 0.51495
H -6.97816 -1.35547 -1.07898
H -5.77309 0.30970 -2.46443
H -3.37151 0.57614 -2.25233
I -0.35320 3.91435 1.63592
C -1.15441 3.09598 3.38948
C -1.34239 3.96038 4.44678
C -1.83629 3.45027 5.63924
C -2.09776 2.09874 5.73472
C -1.89727 1.23770 4.65714
C -2.16471 -0.17878 4.84604
C -1.97739 -1.04888 3.86447
C -1.56002 -0.63664 2.49245
C -1.26299 0.83763 2.22680
C -1.43276 1.72133 3.40628
H -1.11271 5.01282 4.35152
H -2.00296 4.10710 6.48202
H -2.46467 1.68467 6.66548
H -2.52173 -0.49602 5.81822
H -2.19164 -2.10038 4.01699
H -2.45495 -0.84228 1.88809
*
```



Computed, not measured: a molecular structure, C43H33IrNO5P2, with ωB97M-V/def2-TZVPD.

Calculated values
Kohn-Sham gap in eV: 6.67
Energy relative to the best compared isomer or geometry (same formula, charge and spin) in kcal per mole: 0.0

```
! wB97M-V def2-TZVPD RIJCOSX def2/J DEFGRID3
* xyz 3 1
Ir 0.07445 -0.98883 0.23517
O -3.62104 -2.49085 1.34011
C -2.40888 -2.07300 1.17786
O -2.00424 -1.52190 0.14406
C -1.47748 -2.33274 2.31677
C -1.74592 -2.95475 3.52089
C -0.69852 -3.08094 4.42835
C 0.57752 -2.62191 4.10536
C 0.76678 -2.02930 2.86560
N -0.26085 -1.89289 2.03255
C 2.01509 -1.48140 2.23864
O 3.16868 -1.51900 2.82169
O 1.96492 -0.96910 1.10736
H -4.18179 -2.30430 0.56438
H -2.73520 -3.33482 3.73677
H -0.87029 -3.55376 5.38652
H 1.38579 -2.74055 4.81648
H 3.17731 -1.93431 3.69798
O -2.11612 0.47535 -1.53112
C -2.00570 -0.18288 -2.74990
C -3.10743 -0.31644 -3.57408
C -2.98024 -1.02367 -4.76213
C -1.76670 -1.60044 -5.12104
C -0.66891 -1.47708 -4.28795
C -0.77978 -0.76435 -3.09076
P 0.61440 -0.64362 -1.97031
C 1.87577 0.41522 -2.65371
C 1.59962 1.15872 -3.80135
C 2.58348 1.97212 -4.34408
C 3.83501 2.04134 -3.75145
C 4.11034 1.30873 -2.60068
C 3.13396 0.50328 -2.04396
C 1.21575 -2.32354 -1.65037
C 0.24286 -3.19082 -1.10315
C 0.63662 -4.40344 -0.51412
C 1.97067 -4.74510 -0.47265
C 2.93122 -3.90073 -1.04752
C 2.56783 -2.69865 -1.61447
C -1.76471 1.81471 -1.47257
C -2.09775 2.70154 -2.48109
C -1.81213 4.04924 -2.32368
C -1.19859 4.51022 -1.16589
C -0.83474 3.61348 -0.17988
C -1.09964 2.24465 -0.31964
P -0.47783 1.13921 0.96237
C -1.70934 0.93497 2.26523
C -1.31548 0.65268 3.57835
C -2.26740 0.44910 4.56396
C -3.62060 0.47342 4.23946
C -4.01806 0.74016 2.93663
C -3.06823 0.98394 1.95117
C 0.92781 2.01421 1.66959
C 0.81185 2.85430 2.78156
C 1.89273 3.62909 3.17492
C 3.08228 3.58782 2.46043
C 3.18925 2.78479 1.33197
C 2.11480 2.00779 0.93626
H -4.04852 0.13391 -3.28683
H -3.83712 -1.12618 -5.41464
H -1.67993 -2.14842 -6.04916
H 0.27399 -1.93462 -4.56437
H 0.62783 1.10377 -4.27469
H 2.37242 2.54604 -5.23607
H 4.60241 2.66823 -4.18571
H 5.08895 1.36602 -2.14262
H 3.34868 -0.04600 -1.13390
H -0.80710 -3.01382 -1.30816
H -0.11541 -5.09332 -0.15185
H 2.27553 -5.69206 -0.04663
H 3.96973 -4.20546 -1.06309
H 3.31803 -2.06597 -2.06885
H -2.59747 2.34730 -3.37222
H -2.08311 4.74432 -3.10718
H -0.98897 5.56315 -1.04025
H -0.31915 3.97916 0.69764
H -0.26506 0.63258 3.84216
H -1.95506 0.30810 5.59101
H -4.36384 0.31971 5.01084
H -5.07100 0.79309 2.69127
H -3.38417 1.23270 0.94365
H -0.11998 2.93987 3.32261
H 1.79766 4.28158 4.03252
H 3.91815 4.20084 2.77023
H 4.10334 2.77758 0.75293
H 2.18595 1.42292 0.03048
*
```



Computed, not measured: a molecular structure, C43H34As2IrN4, with ωB97M-V/def2-TZVPD.

Calculated values
Kohn-Sham gap (alpha / beta) in eV: 5.89 / 5.94
Energy relative to the best compared isomer or geometry (same formula, charge and spin) in kcal per mole: 0.0

```
! wB97M-V def2-TZVPD RIJCOSX def2/J DEFGRID3
* xyz 2 2
Ir 1.29749 -0.16086 -1.12669
C 2.39668 2.17562 1.21158
C 2.81623 0.84215 1.82514
As 3.01003 -0.46578 0.39114
C 2.88355 -2.20467 1.17727
C 3.96524 -3.07672 1.17506
C 3.83115 -4.32346 1.77473
C 2.63277 -4.68530 2.36890
C 1.55483 -3.80585 2.37472
C 1.67378 -2.56728 1.77036
C 4.71069 -0.24180 -0.44786
C 5.05423 -1.10543 -1.48782
C 6.28080 -0.96472 -2.11509
C 7.15201 0.04025 -1.71473
C 6.80414 0.90469 -0.68640
C 5.57899 0.77099 -0.05081
As 0.79434 1.81052 0.15450
C -0.56203 1.44410 1.49301
C -1.70637 0.66084 1.25203
C -2.62448 0.44535 2.27911
C -2.43735 1.01925 3.52247
C -1.32334 1.80612 3.76714
C -0.39392 2.00204 2.75835
C 0.28835 3.42231 -0.75252
C 0.10825 4.59565 -0.02366
C -0.23312 5.76302 -0.68639
C -0.39658 5.75738 -2.06679
C -0.22153 4.58723 -2.79067
C 0.12638 3.41537 -2.13364
H 2.25705 2.96437 1.94858
H 3.12350 2.54004 0.48142
H 2.03007 0.43441 2.46543
H 3.72754 0.89525 2.42052
H 4.90670 -2.79529 0.72053
H 4.66692 -5.00973 1.77456
H 2.53001 -5.66018 2.82614
H 0.62151 -4.10026 2.83454
H 0.82672 -1.88643 1.75962
H 4.37722 -1.89148 -1.80553
H 6.55656 -1.63860 -2.91450
H 8.10816 0.15019 -2.20810
H 7.48919 1.68116 -0.37474
H 5.32672 1.44560 0.75832
H -1.23836 0.08207 -0.68106
H -3.48516 -0.18897 2.10806
H -3.15891 0.83610 4.30688
H -1.17234 2.25991 4.73630
H 0.47229 2.61483 2.97205
H 0.21897 4.60550 1.05481
H -0.36927 6.67891 -0.12755
H -0.65541 6.67365 -2.57997
H -0.34256 4.58827 -3.86522
H 0.27976 2.50539 -2.70453
N -1.97017 0.04688 0.01704
C -3.27754 -0.07753 -0.44425
C -3.67267 -1.34297 -0.95997
C -4.77888 -1.47193 -1.83292
C -5.17553 -2.71516 -2.26660
C -4.47547 -3.84723 -1.85282
C -3.36006 -3.74578 -1.02456
C -2.95120 -2.50476 -0.59059
C -4.13277 1.07869 -0.38562
C -5.51544 0.96512 -0.16063
C -6.30256 2.09656 -0.09770
C -5.72524 3.35049 -0.26187
C -4.35441 3.48193 -0.46993
C -3.55771 2.35802 -0.50740
H -5.27315 -0.58640 -2.20690
H -6.01275 -2.81560 -2.94285
H -4.79738 -4.82364 -2.19152
H -2.82857 -4.63550 -0.71651
H -2.10430 -2.40488 0.07509
H -5.95127 -0.00704 0.02718
H -7.36273 2.00957 0.09451
H -6.34642 4.23488 -0.21125
H -3.91506 4.46141 -0.59782
H -2.49170 2.46029 -0.67317
N 0.64385 -1.98348 -1.56273
C 0.77737 -3.15220 -1.47454
C 0.89505 -4.48721 -1.29510
C 0.00111 -5.09202 -0.37710
N -0.72454 -5.53027 0.40265
C 1.88773 -5.20579 -2.01387
N 2.69428 -5.76017 -2.61729
*
```



So what do the calculations give for DFT total energy? Going down the list: -8040.244239 -5649.201073 -3147.677319 -2875.598329 -6453.259329 a.u..
So what do the calculations give for maximum force? Going down the list: 0.0748 0.0358 0.0037 0.0056 0.0154 Eh/bohr.